Record 1
The following is a quantum chemistry calculation of a molecular structure, C9H6Cl2GdN2O4Tl at a distorted geometry, from the Open Molecules 2025 dataset.

Positions of all 25 atoms, in Å:
Tl -0.0677 0.3044 -4.6419
Gd 0.4950 0.4796 -1.6976
Cl -0.7674 -1.1593 -2.7742
Cl -0.6618 2.3379 -3.3031
C 1.6168 2.3104 -0.9639
C 0.4873 -1.3146 -5.7085
C 0.5742 1.4746 -6.1583
O 2.2096 3.1938 -0.5321
O 0.8064 -2.2457 -6.3272
O 0.9434 2.1422 -7.0359
N 0.2561 -0.0230 5.1924
C 0.6054 0.4164 3.8649
O 1.4644 1.3085 3.7063
C -0.0897 -0.2236 2.6869
C -1.0378 -1.1993 2.7287
C -1.6073 -1.6990 1.5965
C -1.2182 -1.2046 0.3879
N -0.2846 -0.2404 0.2439
C 0.2804 0.2447 1.4118
H 0.7547 0.4485 5.9015
H -0.3758 -0.6791 5.3487
H -1.3713 -1.6132 3.7126
H -2.3787 -2.4936 1.6425
H -1.6958 -1.6171 -0.5616
H 1.0622 1.0516 1.2796

Calculated values
* E: -71113.6384 eV
* 2S+1: 8
* net charge: +4
* gap between HOMO and LUMO (spin up / spin down): 4.9 / 7.0 eV

And the Löwdin charges, in e, turn out to be: atom 1 (Tl): 0.535, atom 2 (Gd): 1.126, atom 3 (Cl): 0.271, atom 4 (Cl): 0.186, atom 5 (C): -0.084, atom 6 (C): -0.087, atom 7 (C): -0.082, atom 8 (O): 0.260, atom 9 (O): 0.313, atom 10 (O): 0.315, atom 11 (N): 0.523, atom 12 (C): -0.230, atom 13 (O): 0.259, atom 14 (C): -0.071, atom 15 (C): 0.058, atom 16 (C): 0.073, atom 17 (C): -0.035, atom 18 (N): -0.174, atom 19 (C): -0.038, atom 20 (H): 0.180, atom 21 (H): 0.101, atom 22 (H): 0.171, atom 23 (H): 0.184, atom 24 (H): 0.116, atom 25 (H): 0.130

=====

Record 2
The following is a quantum chemistry calculation of a molecular structure, C9H6Cl3N7OSiZr, from the Open Molecules 2025 dataset.

Positions of all 28 atoms, in Å:
Zr 0.0925 1.0940 -0.3762
N -0.5711 -1.3430 3.1359
C 0.0067 -0.3332 3.8681
C 0.2835 0.6662 2.9878
N -0.1139 0.2648 1.7339
C -0.6245 -0.9571 1.8578
C -1.1100 -1.5738 0.6423
N -0.9997 -0.8709 -0.4900
C -1.5336 -1.6479 -1.4981
C -1.9671 -2.8169 -0.9628
N -1.6875 -2.7474 0.3852
H -0.8886 -2.2214 3.5198
H 0.1602 -0.4189 4.9298
H 0.7326 1.6277 3.1668
H -1.5771 -1.3135 -2.5199
H -2.4385 -3.6820 -1.3954
H -1.8966 -3.4735 1.0555
Cl -0.4981 3.1666 0.5698
Si -2.9611 3.0607 -0.9905
Cl -1.4319 1.6896 -2.3268
Cl -2.7496 4.7833 -2.0066
O 2.0486 0.7351 -0.1667
N 1.9447 1.0292 -1.4766
C 2.9701 1.0570 -2.2423
C 2.7354 1.3738 -3.6221
N 2.4936 1.6204 -4.7161
C 4.2773 0.7542 -1.7471
N 5.3039 0.4770 -1.3153

Calculated values
* E: -68622.2173 eV
* net charge: +2
* gap between HOMO and LUMO: 7.8 eV

And the Löwdin charges, in e, turn out to be: atom 1 (Zr): 1.292, atom 2 (N): 0.166, atom 3 (C): 0.002, atom 4 (C): -0.065, atom 5 (N): -0.065, atom 6 (C): -0.239, atom 7 (C): -0.232, atom 8 (N): -0.075, atom 9 (C): -0.084, atom 10 (C): 0.000, atom 11 (N): 0.167, atom 12 (H): 0.188, atom 13 (H): 0.145, atom 14 (H): 0.126, atom 15 (H): 0.111, atom 16 (H): 0.145, atom 17 (H): 0.190, atom 18 (Cl): 0.059, atom 19 (Si): 0.215, atom 20 (Cl): 0.031, atom 21 (Cl): 0.247, atom 22 (O): -0.262, atom 23 (N): -0.148, atom 24 (C): -0.220, atom 25 (C): -0.114, atom 26 (N): 0.251, atom 27 (C): -0.101, atom 28 (N): 0.269

=====

Record 3
The following is a quantum chemistry calculation of a molecular structure, C9H6ClN3 at a distorted geometry, from the Open Molecules 2025 dataset.

Positions of all 19 atoms, in Å:
C -0.5514 1.1760 -1.2011
C -1.3108 0.1266 -1.4905
C -1.8095 1.1482 1.3012
C -2.3105 -0.0176 0.7215
C 2.9177 -1.3431 -0.4268
C 2.1380 -0.1578 1.1660
C -0.6409 1.4697 0.7010
C -1.6807 -0.5773 -0.3823
C 0.2310 0.8175 -0.0115
N 3.0544 -1.0331 0.8706
N 1.9105 -0.6938 -0.9827
N 1.4115 0.0838 0.0544
Cl -1.5085 -2.2980 -0.3891
H -0.4362 2.0216 -1.9105
H -1.5120 -0.0771 -2.5147
H -2.3569 1.7903 2.0805
H -3.1527 -0.6345 1.1498
H 3.3746 -2.2055 -0.8351
H 2.2323 0.4041 2.0990

Calculated values
* E: -26417.0156 eV
* net charge: 0
* gap between HOMO and LUMO: 8.7 eV

And the Löwdin charges, in e, turn out to be: atom 1 (C): -0.059, atom 2 (C): -0.129, atom 3 (C): -0.082, atom 4 (C): -0.133, atom 5 (C): -0.198, atom 6 (C): -0.125, atom 7 (C): 0.028, atom 8 (C): -0.716, atom 9 (C): -0.217, atom 10 (N): 0.061, atom 11 (N): 0.135, atom 12 (N): -0.023, atom 13 (Cl): 0.689, atom 14 (H): 0.140, atom 15 (H): 0.127, atom 16 (H): 0.131, atom 17 (H): 0.127, atom 18 (H): 0.100, atom 19 (H): 0.143

=====

Record 4
The following is a quantum chemistry calculation of a gas-phase ion, C9H6FN2O3 (charge +1) at a distorted geometry, from the Open Molecules 2025 dataset.

Positions of all 21 atoms, in Å:
O 4.6035 0.0522 -1.6233
C 3.7203 0.7564 -1.4376
N 2.7732 1.2844 -0.8751
N 1.7058 2.0721 -1.0426
C 1.9082 3.4377 -1.3185
O 1.0297 4.1069 -1.7736
C 0.5278 1.6209 -0.7129
C 0.2574 0.3585 -0.0543
C -0.8810 -0.3984 -0.4599
C -1.0020 -1.6821 0.0258
C -0.1758 -2.1450 1.0373
C 0.7259 -1.2995 1.6629
C 1.0230 -0.0492 1.0725
O 1.7393 0.8844 1.6401
F 2.2631 0.6856 2.9556
H 3.0108 3.7662 -1.0188
H -0.2875 2.3127 -1.1280
H -1.4540 0.0016 -1.2805
H -1.5373 -2.3756 -0.5162
H -0.1728 -3.1519 1.0618
H 1.2967 -1.5328 2.5046

Calculated values
* SMILES string: O=C=N/[N+](C=O)=C\c1ccccc1OF
* E: -21256.1219 eV
* net charge: +1
* gap between HOMO and LUMO (spin up / spin down): 7.4 / 7.4 eV

And the Löwdin charges, in e, turn out to be: atom 1 (O): 0.267, atom 2 (C): -0.201, atom 3 (N): 0.169, atom 4 (N): -0.045, atom 5 (C): -0.185, atom 6 (O): 0.153, atom 7 (C): 0.117, atom 8 (C): -0.100, atom 9 (C): 0.031, atom 10 (C): -0.035, atom 11 (C): 0.006, atom 12 (C): 0.059, atom 13 (C): -0.216, atom 14 (O): 0.082, atom 15 (F): 0.060, atom 16 (H): 0.205, atom 17 (H): 0.199, atom 18 (H): 0.129, atom 19 (H): 0.100, atom 20 (H): 0.095, atom 21 (H): 0.109

=====

Record 5
The following is a quantum chemistry calculation of 2 unconnected molecules or ions with the total composition C9H6N at a distorted geometry, from the Open Molecules 2025 dataset.

Positions of all 16 atoms, in Å:
C -4.9387 -0.1349 0.0173
C -3.7866 0.3656 0.0310
C -2.6485 0.8818 -0.3080
C -1.0230 -0.9942 0.4648
C 2.7397 0.4938 -0.1477
C 1.6910 1.4154 0.0926
C 2.4303 -0.8413 -0.2204
C 0.4335 0.9163 0.2953
C 1.1436 -1.3283 -0.1057
N 0.1386 -0.3931 0.2293
H -5.6788 -0.8918 -0.1210
H 3.8121 0.6575 -0.3376
H 2.0229 2.3880 0.1178
H 3.2465 -1.6381 -0.3420
H -0.5007 1.4058 0.5663
H 0.9182 -2.3024 -0.2321

Calculated values
* E: -10900.8742 eV
* net charge: +1
* gap between HOMO and LUMO (spin up / spin down): 6.0 / 4.7 eV

And the Löwdin charges, in e, turn out to be: atom 1 (C): 0.279, atom 2 (C): -0.253, atom 3 (C): 0.184, atom 4 (C): 0.288, atom 5 (C): 0.008, atom 6 (C): 0.035, atom 7 (C): -0.029, atom 8 (C): -0.032, atom 9 (C): 0.026, atom 10 (N): -0.183, atom 11 (H): 0.076, atom 12 (H): 0.143, atom 13 (H): 0.103, atom 14 (H): 0.162, atom 15 (H): 0.095, atom 16 (H): 0.097

=====

Record 6
The following is a quantum chemistry calculation of C9H6N2O in the gas phase at a distorted geometry, from the Open Molecules 2025 dataset.

Positions of all 18 atoms, in Å:
N -2.3775 2.6009 -0.1729
C -1.7851 1.5416 0.0103
C -1.0805 0.2841 0.0968
C -1.5121 -1.1005 -0.0455
O -2.7515 -1.6470 0.1245
C -0.3249 -1.8437 -0.1518
N 0.7689 -0.8795 -0.1229
C 2.1062 -1.1572 -0.0170
C 3.0060 -0.1528 0.0363
C 2.5042 1.1876 0.0443
C 1.2223 1.4126 0.1356
C 0.2883 0.3500 0.0266
H -3.3045 -0.9232 0.4942
H -0.0964 -2.9135 -0.2517
H 2.2186 -2.2687 0.0429
H 3.9905 -0.3978 -0.0239
H 3.1471 2.0753 0.0073
H 0.7700 2.4231 -0.0080

Calculated values
* SMILES string: N#Cc1c(O)cn2ccccc12
* E: -14456.1738 eV
* net charge: 0
* gap between HOMO and LUMO: 8.8 eV

And the Löwdin charges, in e, turn out to be: atom 1 (N): 0.113, atom 2 (C): -0.160, atom 3 (C): -0.140, atom 4 (C): -0.243, atom 5 (O): 0.063, atom 6 (C): 0.053, atom 7 (N): -0.025, atom 8 (C): -0.033, atom 9 (C): -0.042, atom 10 (C): -0.078, atom 11 (C): -0.019, atom 12 (C): -0.222, atom 13 (H): 0.129, atom 14 (H): 0.124, atom 15 (H): 0.147, atom 16 (H): 0.073, atom 17 (H): 0.121, atom 18 (H): 0.138